(1)
47
Properties=species:S:1:pos:R:3:nbo_charge:R:1 method="wB97M-V/def2-TZVPD" total_charge=+1 de_lowest_ev=0.3437 orbital_gap_ev="6.4 / 6.4" lumo_energy_ha="-0.1957 / -0.1957"
Au -1.20787 -1.90866 -0.21334 0.894
C 0.94387 2.61568 -3.08058 -0.396
N 0.24142 1.80570 -2.09726 -0.819
C -1.06342 2.31377 -1.68819 -0.410
P 0.86703 0.49369 -1.36095 2.488
O -0.16973 -0.61626 -1.37062 -1.167
N 1.28891 0.90738 0.16684 -0.817
C 1.81463 -0.10434 1.07236 -0.408
C 1.51407 2.27710 0.60735 -0.399
N 2.19557 -0.03136 -2.15134 -0.815
C 3.52579 0.50661 -1.89916 -0.402
C 2.07597 -0.81242 -3.38004 -0.408
H 0.31469 2.75333 -3.96178 0.209
H 1.86442 2.12873 -3.39070 0.212
H 1.19012 3.60209 -2.67660 0.195
H -1.75246 2.31624 -2.53537 0.209
H -0.97707 3.33375 -1.30309 0.197
H -1.48775 1.68604 -0.90718 0.221
H 1.56871 -1.10503 0.71901 0.216
H 1.37188 0.02951 2.06111 0.201
H 2.90262 -0.02791 1.16526 0.199
H 1.13781 2.98170 -0.12892 0.218
H 2.57998 2.47178 0.76233 0.193
H 0.99486 2.45068 1.55214 0.207
H 3.53854 1.08356 -0.97701 0.210
H 3.85514 1.15569 -2.71580 0.195
H 4.24166 -0.31187 -1.80592 0.211
H 1.07208 -1.21893 -3.47022 0.229
H 2.78548 -1.64085 -3.35523 0.210
H 2.29126 -0.20026 -4.26065 0.194
O -4.45183 -3.79212 1.21037 -0.485
C -3.35713 -3.52836 0.91825 0.818
N -2.17942 -3.35777 0.67067 -0.855
Cl -3.99015 0.00323 -1.14011 -0.033
C -4.93284 1.26447 -0.32553 -0.386
Cl -3.94572 2.18444 0.82389 -0.026
H -5.73808 0.78919 0.22043 0.236
H -5.30646 1.94915 -1.07633 0.235
Te -2.05666 -0.84753 2.09407 0.618
C -1.29410 -2.07981 3.51868 -0.638
C 0.00666 -2.13155 3.98200 -0.205
C 0.18663 -3.08992 4.99213 -0.262
C -0.97785 -3.75743 5.28132 -0.366
S -2.28174 -3.22476 4.34497 0.549
H 0.79187 -1.49570 3.60068 0.228
H 1.12396 -3.28736 5.48963 0.245
H -1.11536 -4.53335 6.01842 0.259

(2)
42
Properties=species:S:1:pos:R:3:nbo_charge:R:1 method="wB97M-V/def2-TZVPD" total_charge=-1 orbital_gap_ev=2.7 lumo_energy_ha=-0.0389
O -4.65784 0.14158 -2.25289 -0.579
C -4.93901 -0.93797 -1.65697 0.742
O -6.10632 -0.96584 -0.89259 -0.655
C -4.08588 -2.29054 -1.69882 -0.041
C -2.48470 -2.22714 -1.90512 -0.117
O -2.10628 -3.13797 -0.80996 -0.716
B -3.02186 -2.69187 0.27653 0.408
O -4.34272 -2.87391 -0.40639 -0.518
H -4.45622 -2.87761 -2.60437 0.203
H -1.94779 -1.23081 -1.73563 0.205
H -2.00014 -2.74374 -2.79903 0.175
H -2.88227 -3.22240 1.33032 -0.084
H -2.93724 -1.48135 0.30466 -0.049
C 1.38095 2.78186 1.56806 -0.624
C 0.63534 1.46044 1.23665 0.101
C 1.14013 0.31192 2.14248 -0.417
C 2.48181 -0.28476 1.72273 -0.399
C 2.48378 -0.63620 0.23972 -0.420
C 2.08665 0.56217 -0.64683 0.106
N 0.79424 1.17418 -0.22079 -0.002
O -0.20146 0.33396 -0.58877 -0.358
C 3.22489 1.61071 -0.61598 -0.625
C 2.05416 0.10318 -2.12370 -0.605
C -0.83641 1.74364 1.64137 -0.603
H 1.50388 3.41029 0.68197 0.218
H 0.83221 3.39334 2.28847 0.215
H 2.36527 2.60843 2.00932 0.197
H 0.40348 -0.50056 2.14895 0.231
H 1.21549 0.65878 3.17885 0.212
H 3.29648 0.40563 1.95806 0.186
H 2.67382 -1.18993 2.30992 0.215
H 3.47775 -1.00049 -0.03882 0.209
H 1.79831 -1.47313 0.07456 0.232
H 2.95847 2.49644 -1.20338 0.215
H 4.13892 1.19991 -1.05329 0.210
H 3.49828 1.93869 0.38384 0.207
H 1.36881 -0.72975 -2.29686 0.240
H 3.04316 -0.24016 -2.44631 0.201
H 1.76603 0.92678 -2.78567 0.215
H -1.27063 2.53507 1.02434 0.220
H -0.89472 2.06758 2.68505 0.201
H -1.47149 0.85773 1.56145 0.249